1.
{
  "formula": "C35H51N3O4P",
  "method": "ωB97M-V/def2-TZVPD",
  "symbols": ["P", "O", "O", "O", "O", "N", "N", "N", "C", "C", "C", "C", "C", "C", "C", "C", "C", "C", "C", "C", "C", "C", "C", "C", "C", "C", "C", "C", "C", "C", "C", "C", "C", "C", "C", "C", "C", "C", "C", "C", "C", "C", "C", "H", "H", "H", "H", "H", "H", "H", "H", "H", "H", "H", "H", "H", "H", "H", "H", "H", "H", "H", "H", "H", "H", "H", "H", "H", "H", "H", "H", "H", "H", "H", "H", "H", "H", "H", "H", "H", "H", "H", "H", "H", "H", "H", "H", "H", "H", "H", "H", "H", "H", "H"],
  "positions_angstrom": [[-1.1193, 1.3823, 1.6792], [4.0252, -3.0667, -3.6618], [-1.9247, -0.0481, 1.5842], [-1.9872, 2.5495, 1.0419], [0.3935, 1.2913, 1.1093], [-6.3046, 5.1003, -2.9749], [1.6615, -0.7892, -2.3389], [2.8244, -1.1844, -4.2342], [3.2133, -2.1863, -3.3903], [0.7644, -0.3372, -1.4254], [-5.4620, 4.3582, -2.6417], [-3.7016, 1.4622, -1.0671], [-1.2636, 0.9330, -0.7882], [-4.4186, 3.4539, -2.2337], [0.4717, -0.5442, -4.5318], [3.5816, 1.4201, 3.1398], [-2.0675, 2.8813, -2.1349], [-4.7194, 2.3099, -1.4865], [-4.1848, 2.5470, 2.2531], [2.5773, 0.9261, 2.1079], [4.6254, -5.4528, -0.5047], [-2.3535, 1.7692, -1.3278], [3.3654, -1.8694, -0.8547], [3.7647, -4.3585, -0.6418], [-3.0924, 3.7124, -2.5824], [4.6308, 0.3750, 3.5038], [6.0023, -5.2470, -0.3390], [-2.9454, -2.1050, 2.2442], [4.2795, -3.0588, -0.6364], [-3.0500, 3.3955, 1.7092], [-5.0395, 3.9013, 4.2463], [5.6475, -2.8512, -0.4189], [-2.1251, -0.9229, 2.7313], [6.5108, -3.9427, -0.2945], [2.2167, 1.1470, -3.8337], [-4.1184, -4.2242, 2.9983], [-5.3102, 3.4056, 2.8248], [2.4528, -1.9966, -2.0770], [-3.2267, -3.0541, 3.3937], [1.5340, 1.9794, 1.7646], [-0.1422, 0.6911, -1.6169], [1.7658, -0.3181, -3.7347], [3.2981, -1.1282, -5.5974], [-0.0669, 1.2931, -2.5222], [-6.2338, 2.8168, 2.8163], [1.5446, 1.8137, -3.2901], [2.0790, 0.0219, 2.4910], [-3.6725, -4.8012, 2.1822], [4.1275, -1.8296, -5.7141], [6.6752, -6.1010, -0.2429], [0.3105, -1.6223, -4.6652], [0.5668, -0.0696, -5.5177], [6.0253, -1.8256, -0.3867], [2.7193, -1.7287, 0.0277], [-5.7572, 2.0917, -1.2286], [3.0287, 1.7167, 4.0393], [-5.4804, 4.2610, 2.1602], [-2.3972, -2.6306, 1.4463], [-1.1516, -1.2496, 3.1286], [5.3622, 0.8123, 4.1857], [-3.3931, 4.0856, 0.9296], [-0.3885, -0.1170, -4.0108], [4.1707, -0.4806, 4.0073], [4.0626, 2.3255, 2.7518], [-2.2668, -3.4206, 3.7740], [-3.9384, 0.5260, -0.5495], [-2.5454, 3.9493, 2.5106], [2.5023, -1.3934, -6.3068], [-3.8894, -1.7464, 1.8036], [3.9729, -0.9560, -0.9693], [2.6896, -4.5069, -0.7762], [4.2169, -6.4638, -0.5372], [1.7768, -2.8649, -1.9424], [1.1706, 2.4966, 2.6676], [-3.6932, -2.4844, 4.2050], [-3.7922, 1.8684, 3.0239], [7.5820, -3.7702, -0.1670], [-2.6522, -0.3589, 3.5158], [-5.8997, 4.4695, 4.6154], [-1.0308, 3.0901, -2.4078], [-4.2545, -4.8857, 3.8564], [-5.1036, -3.8713, 2.6766], [-4.1613, 4.5555, 4.2850], [-4.5869, 1.9289, 1.4400], [5.1607, 0.0130, 2.6178], [-2.8515, 4.5822, -3.1911], [-1.5907, 0.0599, -0.2418], [3.6418, -0.1150, -5.8317], [1.9311, 2.7126, 1.0518], [2.2354, 1.4433, -4.8916], [-4.8741, 3.0605, 4.9308], [3.0937, 0.6385, 1.1794], [0.7474, -0.8906, -0.4747], [3.2282, 1.2454, -3.4158]],
  "charge": 1,
  "homo_energy_ev": -9.96
}

---

2.
{
  "formula": "C35H52BBr2ClF2IN2O6PS3",
  "method": "ωB97M-V/def2-TZVPD",
  "symbols": ["I", "Br", "Br", "Cl", "S", "S", "S", "P", "F", "F", "O", "O", "O", "O", "O", "O", "N", "N", "C", "C", "C", "C", "C", "C", "C", "C", "C", "C", "C", "C", "C", "C", "C", "C", "C", "C", "C", "C", "C", "C", "C", "C", "C", "C", "C", "C", "C", "C", "C", "C", "C", "C", "C", "B", "H", "H", "H", "H", "H", "H", "H", "H", "H", "H", "H", "H", "H", "H", "H", "H", "H", "H", "H", "H", "H", "H", "H", "H", "H", "H", "H", "H", "H", "H", "H", "H", "H", "H", "H", "H", "H", "H", "H", "H", "H", "H", "H", "H", "H", "H", "H", "H", "H", "H", "H", "H"],
  "positions_angstrom": [[-3.9093, 5.4473, -0.4647], [-0.1075, 0.6006, 2.7836], [-2.5944, -1.3673, -0.5177], [-2.1574, 1.1128, -2.5544], [2.0972, 2.9605, 1.0868], [4.8057, -3.7461, 0.9751], [4.2071, -4.4900, -1.8388], [-0.2336, 0.5277, -2.0039], [-6.6118, 1.0405, -0.2805], [-10.5169, 3.1664, 2.8200], [2.6168, 3.7911, 0.0456], [0.5174, 2.9745, 1.0491], [2.5945, -0.4742, -2.4181], [2.6166, 1.8743, -2.0136], [2.4530, 3.3162, 2.4275], [-0.3373, -1.0657, -2.2673], [6.6750, -4.3836, -0.7811], [3.9293, 1.1862, 0.4560], [-1.9561, 3.7670, 1.1776], [2.4730, -1.6238, -4.5102], [-2.3633, -1.3159, 2.3013], [-3.4474, 4.1100, 1.1441], [2.9539, -1.9019, -0.0995], [6.2767, -0.3098, 3.0136], [-6.0410, 1.8810, -2.4033], [-9.3335, 1.1779, 2.4110], [-0.7059, 0.1042, 0.9899], [5.3194, -4.1898, -0.6605], [1.7163, -1.0981, 0.3279], [2.5186, 1.2317, 0.8166], [-1.7294, -0.7478, 1.0567], [7.1993, -3.3059, -3.0060], [-0.1674, 2.3367, -0.0401], [1.6120, 0.3747, -0.1393], [3.1104, -3.1649, 0.7668], [-11.5664, 1.1254, 3.3287], [-8.4005, 3.3496, -2.4056], [0.0547, 0.7897, -0.1410], [7.1588, -4.5811, -2.1541], [8.0024, -4.1375, 1.3302], [4.8594, 0.0387, 2.5129], [4.8201, 1.2878, 1.6272], [-9.2898, -0.2077, 2.4476], [-1.6576, 2.7092, 0.1228], [7.5630, -3.5017, 0.0080], [-7.5356, 3.4222, -3.4892], [-6.9172, 1.8238, -1.3405], [-10.4722, 1.8195, 2.8537], [-11.5146, -0.2607, 3.3553], [-10.3791, -0.9284, 2.9174], [2.6471, -0.2831, -3.8309], [-8.0943, 2.5417, -1.3206], [-6.3583, 2.6864, -3.4873], [2.2943, 0.5864, -1.6116], [4.1577, 1.9830, -0.1276], [3.8823, -1.3421, -0.0654], [6.6066, -5.3721, -2.6448], [5.8204, 1.4635, 1.2308], [-10.3428, -2.0091, 2.9417], [2.5893, -1.4878, -5.5853], [-4.0613, 3.2192, 1.0639], [7.1663, -3.5695, -4.0573], [0.8603, -1.6809, -0.0232], [-1.7379, 3.4165, 2.1856], [7.1328, -2.5141, 0.1503], [6.3508, -2.6709, -2.7598], [6.2645, -0.4490, 4.0921], [-1.6193, -1.8200, 2.9112], [-1.4052, 4.6797, 0.9693], [2.7655, -2.9899, 1.7862], [8.2584, -3.3771, 2.0634], [-8.7563, 2.4653, -0.4680], [2.5370, -3.9913, 0.3514], [8.0969, -2.7341, -2.7822], [8.4639, -3.3597, -0.5838], [3.2440, -2.3203, -4.1865], [1.8747, 0.4052, -4.1722], [-2.8064, -0.4962, 2.8632], [8.1840, -4.9428, -2.0595], [-1.9638, 3.1620, -0.8191], [1.4879, -2.0397, -4.3198], [-5.1240, 1.3063, -2.3770], [3.5263, 1.9023, -2.3176], [4.3938, -0.8266, 2.0521], [0.2002, 2.7981, -0.9609], [-9.3163, 3.9248, -2.4021], [2.4563, 0.7926, 1.8071], [-5.6826, 2.7409, -4.3300], [-2.2930, 1.8373, 0.2510], [7.2448, -4.8041, 1.7276], [-12.4390, 1.6655, 3.6704], [1.6410, -1.1530, 1.4152], [6.6015, -1.2461, 2.5715], [-8.4967, 1.7572, 2.0432], [3.6227, 0.1211, -4.1055], [4.2690, 0.2544, 3.4057], [-8.4022, -0.7233, 2.1069], [8.9046, -4.7243, 1.1645], [-0.2630, -1.5919, -1.4638], [6.9762, 0.4952, 2.8060], [-3.1370, -2.0253, 2.0360], [4.6009, 2.1495, 2.2591], [-12.3659, -0.8202, 3.7186], [2.8215, -2.2512, -1.1117], [-3.7059, 4.6633, 2.0397], [-7.7776, 4.0529, -4.3338]],
  "homo_energy_ev": -8.43
}

---

3.
{
  "formula": "C35H52BrCeN3OP2",
  "method": "ωB97M-V/def2-TZVPD",
  "symbols": ["Ce", "Br", "P", "P", "O", "N", "N", "N", "C", "C", "C", "C", "C", "C", "C", "C", "C", "C", "C", "C", "C", "C", "C", "C", "C", "C", "C", "C", "C", "C", "C", "C", "C", "C", "C", "C", "C", "C", "C", "C", "C", "C", "C", "H", "H", "H", "H", "H", "H", "H", "H", "H", "H", "H", "H", "H", "H", "H", "H", "H", "H", "H", "H", "H", "H", "H", "H", "H", "H", "H", "H", "H", "H", "H", "H", "H", "H", "H", "H", "H", "H", "H", "H", "H", "H", "H", "H", "H", "H", "H", "H", "H", "H", "H", "H"],
  "positions_angstrom": [[2.8673, -0.6073, 1.9635], [-0.3697, 0.3822, -1.7342], [4.1243, -1.1646, -0.5183], [-2.7047, -1.3128, -2.8340], [0.0765, 4.2368, -0.1949], [-1.6659, 4.9855, 1.1027], [1.0339, 1.0685, 2.2543], [3.4730, -3.6150, 6.6668], [0.3063, -2.6618, -0.3121], [-0.4478, 2.8827, 1.6659], [-2.8513, -4.0944, -3.3352], [-0.9309, 7.1610, 0.0708], [0.7440, 2.1654, 1.4879], [3.7187, -4.2722, 5.5379], [3.6264, 0.6716, -0.4724], [-2.7684, 0.1750, -3.9099], [-3.1962, 6.2219, 2.6114], [-1.8878, 5.4564, 2.4774], [-5.5180, -1.4102, -3.1312], [2.0483, -2.1009, 5.4945], [-1.1181, 1.3067, 3.3372], [3.2700, -1.5341, -3.2178], [-2.3956, -2.7504, -3.8901], [-0.6369, 4.0892, 0.7989], [2.3176, -2.7575, 4.2782], [-2.8723, 0.0118, -5.4269], [4.4185, 1.3158, -1.6579], [4.0875, -2.5625, 0.7397], [-0.4648, -2.4067, -1.4140], [2.8653, -1.7044, -1.7553], [1.1104, -1.9793, 1.9507], [-1.9109, 6.0136, 0.0645], [-1.9793, -1.1340, -0.0237], [0.1019, -1.9820, 0.9139], [0.1377, 0.6997, 3.2080], [-1.4214, -1.2627, -1.4050], [-1.4325, 2.3885, 2.5257], [-4.3664, -1.4390, -2.1241], [-1.1735, -1.3714, 1.0492], [4.7839, -3.8460, 0.1667], [1.8087, -2.2320, 3.0123], [3.1542, -3.8923, 4.3188], [2.6526, -2.5683, 6.6690], [2.4495, -2.0801, 7.6298], [-4.0098, 5.7238, 2.0752], [-1.8926, 4.6036, 3.1602], [3.9901, 1.1600, 0.4592], [5.7452, -3.5962, -0.3019], [-1.8670, 5.4969, -0.8979], [-3.1065, 7.2510, 2.2444], [3.0490, -2.8363, 1.0063], [-2.9265, 6.3703, 0.2562], [-2.2997, -4.3575, -2.4231], [-6.4602, -1.4121, -2.5705], [4.9790, -4.5505, 0.9852], [-2.1639, -0.7309, -5.8062], [-1.8616, 0.7405, -3.6642], [-3.6025, 0.7799, -3.5354], [3.3752, -4.4576, 3.4137], [-3.9260, -4.1018, -3.1256], [-2.9097, -2.5246, -4.8353], [-5.5255, -2.2866, -3.7904], [1.3701, -1.2510, 5.5401], [-1.3190, -2.7632, -4.1089], [-0.3094, -2.9589, -2.3390], [1.9370, -1.1414, -1.5726], [1.5130, 2.4702, 0.7720], [-5.5066, -0.5103, -3.7572], [3.2499, -0.4843, -3.5263], [1.1495, -3.3551, -0.3587], [4.2695, -1.9429, -3.4057], [-1.8155, 0.9064, 4.0682], [-4.3763, -2.3661, -1.5329], [4.3877, -5.1424, 5.5966], [-3.4688, 6.2686, 3.6691], [5.4967, 1.2247, -1.4699], [-1.1718, 7.8362, -0.7566], [-1.4604, -1.0584, 2.0591], [-1.0516, 6.1030, 2.8031], [4.2044, 0.8337, -2.6178], [-4.4537, -0.6043, -1.4133], [-0.9774, 7.7285, 1.0068], [4.1824, 2.3818, -1.7473], [-2.4140, 2.8599, 2.5658], [2.5368, 0.8440, -0.5751], [-2.6488, 0.9743, -5.9066], [2.6430, -2.7611, -1.5663], [-2.9655, -0.6936, 0.0951], [-3.8766, -0.2759, -5.7632], [0.0850, 6.7805, -0.0836], [0.4494, -0.1102, 3.8801], [4.1337, -4.3473, -0.5630], [-2.6494, -4.8676, -4.0845], [2.5524, -2.0749, -3.8509], [4.6530, -2.2653, 1.6551]],
  "charge": 4,
  "homo_energy_ev": [-17.52, -17.52]
}